Below is an isolated molecule of CH3NO2 at a distorted geometry, with properties calculated with ωB97M-V/def2-TZVPD.

## Properties
HOMO-LUMO gap (alpha / beta) (hartree): 0.3190 / 0.3191
Structure (SMILES): [O-]/[NH+]=C/O
ΔE to the lowest compared entry with this formula, charge and spin (kcal per mole): 134.6
Highest occupied orbital energy (alpha / beta) (eV): -8.5 / -8.5
F_max (hartree/bohr): 0.1264
Electronic energy (Eh): -244.9646

Geometry as ORCA input:
```
! wB97M-V def2-TZVPD RIJCOSX def2/J DEFGRID3
* xyz 0 1
O 2.163 0.731 -0.173
N 0.808 0.296 -0.116
H 0.002 -1.833 0.030
C -0.216 -0.706 -0.062
O -1.454 -0.307 0.104
H -1.505 0.715 -0.074
H 0.202 1.104 0.292
*
```